No. 1
Here is a structure of composition C20H46Br6N2O10P2 from OMol25. Energies are from ωB97M-V/def2-TZVPD.

Calculated values
**Energy relative to the best compared isomer or geometry (same formula, charge and spin)**: 58.01 kJ/mol
**Gap between HOMO and LUMO**: 9.05 eV
**E_HOMO**: -9.43 eV

CARTESIAN COORDINATES (ANGSTROEM)
C  26.8629  11.8664  -22.5213
O  26.4761  12.9876  -22.8184
N  27.8053  11.6340  -21.5778
C  28.1157  10.2682  -21.1382
C  28.5222  12.6893  -20.8743
H  26.5117  10.9333  -22.9863
H  27.4416  9.5383  -21.5875
H  28.0985  10.1825  -20.0553
H  29.0967  10.0387  -21.5695
H  27.9690  13.6156  -21.0301
H  28.4454  12.4910  -19.8065
H  29.5448  12.7215  -21.2415
C  27.5473  8.3356  -24.6851
O  26.6154  8.5242  -23.9271
N  27.4107  7.7013  -25.8773
C  28.5988  7.2664  -26.5837
C  26.1321  7.1167  -26.2975
H  28.5907  8.6441  -24.5243
H  29.4138  7.9738  -26.4339
H  28.4720  7.1548  -27.6595
H  28.9179  6.2900  -26.2016
H  25.9455  7.4545  -27.3136
H  26.2992  6.0348  -26.2967
H  25.3658  7.3462  -25.5675
C  23.9240  12.5752  -24.8891
Br  22.3116  12.5613  -23.7329
Br  23.4750  13.3664  -26.6147
Br  24.6016  10.7529  -25.1731
H  24.6801  13.2005  -24.4278
C  32.3144  12.6844  -18.8424
Br  33.3680  13.2021  -17.2873
Br  31.7673  14.2993  -19.7870
Br  30.8210  11.5376  -18.3841
H  32.9619  12.1181  -19.4949
C  26.7383  11.6958  -16.8625
C  25.8927  11.1426  -18.0025
O  26.2162  9.7530  -18.1682
P  25.0502  8.7886  -18.6996
O  23.6588  9.2360  -18.4291
O  25.4620  8.5215  -20.2266
C  24.5841  8.8148  -21.3092
C  24.7210  7.6990  -22.3433
O  25.4354  7.4272  -17.9910
C  24.7889  6.1914  -18.3275
C  23.4398  6.0768  -17.5912
H  27.7707  11.8664  -17.1690
H  26.3769  12.6859  -16.5647
H  26.7120  11.1312  -15.9317
H  24.8496  11.2948  -17.7310
H  26.1565  11.6709  -18.9194
H  23.5313  8.8406  -21.0123
H  24.7656  9.8023  -21.7414
H  25.7508  7.4362  -22.5833
H  24.1839  6.7892  -22.0715
H  24.2972  8.0170  -23.3013
H  24.6634  6.1376  -19.4129
H  25.4559  5.3767  -18.0503
H  23.5986  6.4751  -16.5931
H  22.7279  6.7148  -18.1092
H  23.1309  5.0338  -17.6345
C  25.9175  16.7977  -28.0255
C  25.9293  17.3277  -26.5944
O  25.7426  16.1994  -25.7156
P  25.7646  16.5006  -24.1461
O  25.1717  17.7584  -23.7103
O  25.1002  15.1373  -23.6184
C  24.6331  14.9729  -22.2706
C  25.6290  15.3574  -21.1875
O  27.3282  16.3714  -23.7363
C  27.9631  15.0868  -23.8877
C  29.3525  15.2812  -24.4441
H  26.5291  15.9041  -28.1368
H  24.8975  16.4848  -28.2590
H  26.1974  17.6029  -28.7020
H  26.8680  17.8437  -26.3869
H  25.0614  17.9704  -26.4451
H  23.7206  15.5398  -22.0824
H  24.4496  13.8999  -22.2492
H  25.0826  15.3247  -20.2417
H  26.4121  14.6053  -21.0707
H  26.0564  16.3465  -21.3404
H  27.9872  14.6681  -22.8798
H  27.3898  14.4108  -24.5205
H  29.9977  15.9115  -23.8306
H  29.9139  14.3573  -24.5929
H  29.2592  15.7496  -25.4281

Forces on atoms 1 to 2 (eV/Å):
0.541 0.128 0.704
-0.168 -0.888 -0.298

***

No. 2
Here is a cluster of 16 separate species, C31H44Cl46NO4P2 in total from OMol25. Energies are from ωB97M-V/def2-TZVPD.

Calculated values
**Gap between HOMO and LUMO**: 6.06 eV
**E_HOMO**: -4.61 eV
**Total charge**: -1

CARTESIAN COORDINATES (ANGSTROEM)
C  -4.1926  4.1211  3.5660
C  -4.5944  3.0887  2.4001
C  -3.3535  2.7259  1.3920
C  -3.2606  1.1303  1.1982
P  -2.8215  0.5480  -0.5565
C  -1.4821  -0.7682  0.0052
C  -2.0830  -1.8512  1.0358
C  -3.0696  -2.9922  0.6209
C  -3.6527  -3.9821  1.6989
C  -3.2622  -3.8599  3.2111
C  -2.2486  -2.7728  3.6384
C  -1.6961  -1.8157  2.5588
C  -4.1619  1.5184  -1.5094
C  -5.6106  1.5719  -0.8179
O  -6.0466  0.3417  -0.2038
C  -6.6648  1.9885  -2.0127
N  -7.5624  0.8760  -2.4274
O  -2.3610  -0.0168  -2.1793
C  -1.4675  0.9332  -2.8444
C  -0.6056  1.6751  -1.6862
P  -0.1327  3.5158  -1.9596
O  0.6079  3.9451  -0.4425
Cl  -1.8694  4.7184  -2.0969
O  -1.5866  1.8149  -0.5907
H  -3.1758  4.5948  3.3536
H  -4.9840  4.9634  3.5591
H  -4.2398  3.5986  4.5947
H  -5.1176  2.1392  2.7559
H  -5.3649  3.6370  1.7287
H  -2.4129  3.1069  1.9449
H  -3.4187  3.3274  0.4265
H  -2.3912  0.7779  1.8803
H  -4.1847  0.5588  1.5972
H  -3.6808  -0.6377  -0.5852
H  -1.0946  -1.3281  -0.9266
H  -0.5638  -0.2488  0.4629
H  -3.3597  -3.0818  -0.4729
H  -4.3736  -4.7992  1.3377
H  -3.7123  -4.5595  3.9887
H  -1.8913  -2.6120  4.7215
H  -0.9512  -1.0023  2.8691
H  -3.7953  2.6082  -1.5911
H  -4.2747  1.1183  -2.5721
H  -5.6869  2.4212  -0.0540
H  -5.9828  -0.4191  -0.8170
H  -6.0686  2.3242  -2.9451
H  -7.3196  2.8446  -1.6282
H  -7.0658  0.1172  -2.9082
H  -8.1598  0.5402  -1.6640
H  -2.1412  1.6770  -3.3955
H  -0.7656  0.3609  -3.5673
H  0.3203  1.0750  -1.3440
H  0.4433  3.2149  0.2069
C  -0.6921  3.1904  -6.0877
Cl  0.4862  3.5226  -4.8016
Cl  -0.2523  1.7156  -6.9623
Cl  -2.3269  3.0624  -5.4291
H  -0.6753  4.0218  -6.7902
C  -1.5947  -5.7787  -1.6106
Cl  -2.0660  -4.6283  -2.8706
Cl  -2.1268  -5.2054  -0.0213
Cl  -2.2578  -7.3910  -1.9555
H  -0.5102  -5.8516  -1.6012
C  1.2430  -2.1096  6.3454
Cl  0.9878  -1.5047  4.7031
Cl  -0.2962  -2.5811  7.0828
Cl  2.3705  -3.4734  6.3383
H  1.6771  -1.3094  6.9416
C  1.6026  -7.4381  8.1679
Cl  3.2064  -7.2272  8.8870
Cl  0.9617  -5.8863  7.6121
Cl  1.6677  -8.5986  6.8336
H  0.9345  -7.8316  8.9314
C  3.1103  2.3218  -9.5557
Cl  2.6567  3.4781  -10.8170
Cl  2.5433  2.8740  -7.9744
Cl  2.4631  0.7165  -9.9185
H  4.1959  2.2539  -9.5280
C  -1.4377  3.7778  6.6180
Cl  -0.3724  4.4959  5.4014
Cl  -2.7486  4.8919  7.0331
Cl  -2.0877  2.2370  6.0407
H  -0.8525  3.5883  7.5135
C  -3.0573  2.8671  10.7997
Cl  -4.4219  3.8630  10.2766
Cl  -1.8122  2.8071  9.5435
Cl  -2.3824  3.4833  12.3154
H  -3.4181  1.8550  10.9721
C  2.9533  3.5168  3.9064
Cl  2.5469  2.6674  5.4045
Cl  4.6039  3.1278  3.4006
Cl  1.8079  3.1124  2.6234
H  2.8936  4.5876  4.0921
C  3.5445  6.3054  -0.6127
Cl  4.7211  6.7966  -1.8411
Cl  4.2364  5.0762  0.4539
Cl  3.0011  7.7058  0.3228
H  2.6811  5.8738  -1.1171
C  8.0968  3.6818  -0.4303
Cl  7.7001  2.8322  1.0711
Cl  9.7470  3.2989  -0.9430
Cl  6.9392  3.2694  -1.7026
H  8.0353  4.7525  -0.2447
C  5.3488  -1.6961  -8.4402
Cl  3.8952  -1.9953  -7.4780
Cl  5.5565  0.0371  -8.7300
Cl  6.7769  -2.3655  -7.6382
H  5.2320  -2.1933  -9.4012
C  1.5083  -6.8314  -4.5824
Cl  0.0664  -7.1095  -3.5973
Cl  1.7217  -5.1026  -4.8932
Cl  2.9411  -7.5028  -3.7879
H  1.3764  -7.3366  -5.5373
C  4.6167  -4.1114  -1.5309
Cl  4.3676  -3.5184  -3.1786
Cl  3.0786  -4.5992  -0.8065
Cl  5.7645  -5.4600  -1.5222
H  5.0343  -3.3020  -0.9352
C  3.8733  0.3475  0.6233
Cl  3.6078  0.9535  -1.0177
Cl  2.3404  -0.1270  1.3662
Cl  5.0067  -1.0138  0.6081
H  4.3090  1.1487  1.2181
C  6.8322  -6.2758  -6.0379
Cl  6.5886  -5.6726  -7.6834
Cl  5.2931  -6.7697  -5.3223
Cl  7.9848  -7.6198  -6.0315
H  7.2444  -5.4683  -5.4354

Forces on atoms 1 to 2 (eV/Å):
-1.050 -0.230 -0.118
-0.043 0.954 -1.453

***

No. 3
Here is a cluster of 2 separate species, C2H4N4 in total from OMol25. Energies are from ωB97M-V/def2-TZVPD.

Calculated values
**Energy relative to the best compared isomer or geometry (same formula, charge and spin)**: 484.70 kJ/mol
**Gap between HOMO and LUMO**: 10.67 eV
**E_HOMO**: -9.49 eV

CARTESIAN COORDINATES (ANGSTROEM)
C  1.0273  1.4970  -0.4869
C  0.4762  0.9111  -1.6785
N  -0.8767  -3.3689  1.4456
N  -0.9732  -2.2398  1.3378
N  -0.9709  -1.0557  1.3983
N  -0.0332  0.3825  -0.6929
H  1.9001  1.0854  -0.0547
H  0.8145  2.5096  -0.1441
H  0.4056  0.8810  -2.8431
H  -1.7696  -0.6022  1.7186

Forces on atoms 1 to 2 (eV/Å):
-0.060 0.004 0.140
0.393 0.424 -3.527